Record 1
133
Properties=species:S:1:pos:R:3 method="wB97M-V/def2-TZVPD" total_charge=+1 energy_ha=-4233.606347 multiplicity=1 homo_ev=-10.4 molar_mass_da=1010.39 fmax_ha_per_bohr=0.048 gap_ev=7.3
O -0.232 -3.580 -2.933
C -0.025 -2.384 -2.904
C -0.701 -1.554 -1.770
P -2.429 -1.092 -2.133
C -3.378 -2.384 -2.988
C -2.861 -2.625 -4.449
C -3.933 -2.390 -5.511
Cl -5.279 -3.572 -5.323
C 0.853 -1.740 -3.909
C 0.884 -0.375 -4.110
C 1.709 0.164 -5.057
C 2.559 -0.600 -5.838
C 2.550 -1.993 -5.643
C 1.692 -2.539 -4.699
H -0.741 -2.213 -0.885
H -0.134 -0.646 -1.495
H -2.535 0.122 -2.838
H -3.051 -0.900 -0.879
H -4.447 -2.109 -3.016
H -3.335 -3.317 -2.406
H -2.046 -1.908 -4.652
H -2.477 -3.650 -4.511
H -3.455 -2.546 -6.488
H -4.308 -1.358 -5.529
H 0.262 0.291 -3.505
H 1.737 1.241 -5.241
H 3.219 -0.162 -6.588
H 3.203 -2.656 -6.210
H 1.674 -3.620 -4.553
C 1.611 2.165 -1.361
O 1.253 1.072 -0.922
N 1.147 3.332 -0.855
N 2.497 2.263 -2.395
H 1.417 4.239 -1.190
H 0.496 3.277 -0.094
H 2.833 1.397 -2.775
H 2.810 3.130 -2.793
C 4.623 5.648 -1.995
O 3.703 6.201 -2.591
N 4.391 4.631 -1.125
N 5.925 6.006 -2.158
H 5.108 4.149 -0.617
H 3.434 4.361 -0.994
H 6.119 6.757 -2.795
H 6.687 5.565 -1.678
C 1.072 4.616 2.350
O 1.107 5.001 1.184
N 2.190 4.222 3.021
N -0.082 4.543 3.059
H 2.185 3.903 3.972
H 3.061 4.261 2.526
H -0.926 4.828 2.597
H -0.135 4.220 4.012
C 1.792 9.865 -0.951
O 1.721 11.071 -1.105
N 1.064 9.199 -0.001
N 2.603 9.071 -1.710
H 1.108 8.207 0.142
H 0.456 9.750 0.576
H 3.153 9.520 -2.417
H 2.674 8.075 -1.599
C -4.363 0.491 -7.918
O -3.730 0.707 -6.886
N -5.589 -0.092 -7.924
N -3.877 0.823 -9.147
H -6.121 -0.279 -8.758
H -5.981 -0.349 -7.038
H -2.973 1.257 -9.182
H -4.373 0.658 -10.003
C -0.174 -4.798 1.767
O 0.467 -4.564 2.776
N -1.390 -5.415 1.792
N 0.281 -4.453 0.523
H -1.930 -5.616 0.972
H -1.752 -5.679 2.690
H 1.176 -4.001 0.477
H -0.215 -4.634 -0.332
C 2.929 6.198 -6.896
O 2.911 6.450 -8.086
N 4.078 5.876 -6.228
N 1.803 6.214 -6.120
H 4.108 5.667 -5.246
H 4.928 5.856 -6.760
H 0.939 6.448 -6.572
H 1.802 6.013 -5.137
C 0.200 -1.920 5.893
O -0.172 -1.119 5.036
N 0.698 -3.150 5.602
N 0.148 -1.649 7.227
H 1.009 -3.799 6.303
H 0.761 -3.413 4.630
H -0.210 -0.756 7.504
H 0.444 -2.287 7.937
C 3.959 -5.112 6.123
O 2.916 -4.910 6.735
N 4.625 -6.298 6.186
N 4.529 -4.164 5.334
H 5.478 -6.483 5.694
H 4.229 -7.019 6.761
H 4.059 -3.279 5.268
H 5.380 -4.303 4.823
C -1.440 1.967 6.108
O -1.484 3.192 6.075
N -2.214 1.236 6.955
N -0.621 1.230 5.300
H -2.198 0.234 7.000
H -2.831 1.741 7.565
H -0.037 1.730 4.659
H -0.579 0.224 5.313
C 1.107 -1.573 10.862
O 0.744 -0.778 10.005
N 1.615 -2.805 10.563
N 1.033 -1.292 12.194
H 1.915 -3.469 11.254
H 1.691 -3.052 9.595
H 0.664 -0.395 12.453
H 1.323 -1.925 12.914
C 0.675 -6.951 9.421
O 1.318 -6.695 10.427
N -0.546 -7.564 9.469
N 1.123 -6.644 8.169
H -1.091 -7.783 8.658
H -0.904 -7.802 10.376
H 2.018 -6.189 8.096
H 0.612 -6.841 7.330
C -8.890 -1.979 -9.214
O -7.754 -1.528 -9.179
N -9.970 -1.275 -8.772
N -9.167 -3.221 -9.699
H -10.909 -1.625 -8.792
H -9.801 -0.355 -8.409
H -8.393 -3.765 -10.033
H -10.089 -3.611 -9.738

***

Record 2
89
Properties=species:S:1:pos:R:3 method="wB97M-V/def2-TZVPD" total_charge=-1 energy_ha=-7417.754662 multiplicity=1 homo_ev=-3.5 molar_mass_da=774.53 fmax_ha_per_bohr=0.098 gap_ev=5.2
F 1.595 0.173 0.448
C 0.134 0.423 0.452
F -0.366 0.198 -0.954
Br -0.748 -1.006 1.574
C -0.305 1.953 0.846
F 0.356 2.946 -0.074
Br -2.294 2.101 0.414
C -0.165 2.330 2.436
C 1.340 2.158 3.062
P 2.694 3.211 2.202
H -0.638 3.404 2.581
H -0.885 1.578 3.019
H 1.287 2.558 4.186
H 1.693 1.023 3.169
H 2.875 4.029 3.409
H 3.670 2.247 2.720
H 2.638 2.452 0.976
H 1.747 4.179 1.690
H 3.794 3.958 1.628
N 5.521 6.836 -2.022
C 6.303 6.380 -0.992
C 5.530 5.557 -0.203
C 4.239 5.510 -0.781
C 4.262 6.306 -1.904
H 5.825 7.463 -2.754
H 7.338 6.681 -0.908
H 5.861 5.045 0.691
H 3.384 4.954 -0.417
H 3.493 6.541 -2.627
N -2.945 -3.557 3.045
C -4.025 -4.360 2.787
C -4.218 -5.178 3.878
C -3.222 -4.853 4.830
C -2.452 -3.847 4.291
H -2.570 -2.859 2.415
H -4.562 -4.281 1.851
H -4.993 -5.927 3.978
H -3.082 -5.303 5.804
H -1.596 -3.315 4.685
N 1.797 -0.179 -5.605
C 2.812 0.262 -4.796
C 2.301 0.435 -3.529
C 0.932 0.081 -3.574
C 0.648 -0.298 -4.867
H 1.883 -0.386 -6.591
H 3.807 0.415 -5.190
H 2.856 0.779 -2.665
H 0.229 0.099 -2.751
H -0.271 -0.639 -5.324
N 1.312 -4.009 3.909
C 1.782 -5.262 4.206
C 2.904 -5.120 4.992
C 3.115 -3.733 5.180
C 2.115 -3.071 4.503
H 0.499 -3.809 3.341
H 1.281 -6.144 3.833
H 3.505 -5.928 5.388
H 3.909 -3.267 5.749
H 1.908 -2.015 4.392
N -2.247 0.229 -9.459
C -1.777 -1.023 -9.162
C -0.655 -0.881 -8.376
C -0.445 0.505 -8.188
C -1.444 1.168 -8.865
H -3.060 0.430 -10.027
H -2.279 -1.906 -9.535
H -0.054 -1.690 -7.980
H 0.350 0.971 -7.620
H -1.651 2.224 -8.976
N -1.223 -7.154 -0.671
C -1.896 -8.148 -0.010
C -2.348 -7.634 1.185
C -1.939 -6.280 1.243
C -1.249 -6.010 0.082
H -0.778 -7.250 -1.575
H -1.993 -9.135 -0.443
H -2.913 -8.175 1.933
H -2.129 -5.578 2.044
H -0.775 -5.104 -0.270
N -4.092 4.427 2.209
C -3.437 5.625 2.088
C -4.298 6.624 2.486
C -5.513 6.006 2.866
C -5.357 4.649 2.688
H -3.703 3.522 1.982
H -2.417 5.664 1.728
H -4.074 7.682 2.502
H -6.405 6.497 3.231
H -6.037 3.825 2.859

***

Record 3
62
Properties=species:S:1:pos:R:3 method="wB97M-V/def2-TZVPD" energy_ha=-1361.271155 multiplicity=1 homo_ev=-9.3 molar_mass_da=351.39 relative_energy_kcal_mol=73.70 fmax_ha_per_bohr=0.064 gap_ev=9.3
C -0.263 0.144 3.141
C -0.100 0.699 1.733
C 0.460 -0.419 0.804
C 1.610 -0.088 -0.075
C 2.646 -0.903 -0.253
C 1.586 1.092 -0.976
N -1.480 1.050 1.229
H -1.167 -0.480 3.291
H 0.519 -0.489 3.534
H -0.220 1.019 3.818
H 0.541 1.607 1.763
H 0.658 -1.340 1.373
H -0.337 -0.731 0.120
H 2.849 -1.802 0.298
H 3.457 -0.632 -0.922
H 1.816 0.881 -2.016
H 2.020 2.035 -0.626
H 0.534 1.425 -0.843
H -1.493 2.015 0.907
H -2.140 1.005 1.998
H -0.519 4.101 0.758
H 0.665 3.298 1.349
O 0.087 4.045 1.526
H 0.170 -0.719 -3.699
H 1.549 -1.283 -3.413
O 1.090 -0.652 -3.981
H -1.745 3.537 3.733
H -0.647 3.151 2.675
O -1.311 2.801 3.284
H 2.744 -2.131 2.630
H 2.657 -3.055 3.827
O 2.240 -2.889 2.969
H -3.144 -1.518 0.252
H -3.698 -2.798 -0.537
O -3.585 -2.368 0.309
H 1.692 -4.378 2.130
H 1.466 -5.631 1.478
O 0.930 -5.024 2.016
H -1.826 1.895 -2.406
H -3.139 2.627 -2.891
O -2.249 2.764 -2.560
H -1.321 0.652 -0.738
H -1.980 -0.404 -1.617
O -1.314 0.333 -1.661
H 2.584 0.303 -4.281
H 2.676 1.816 -4.226
O 3.221 1.027 -4.138
H -2.195 3.995 -1.222
H -1.936 5.149 -0.195
O -2.073 4.198 -0.263
H -1.148 -3.734 -2.611
H -0.454 -2.861 -1.628
O -0.825 -2.828 -2.535
H -2.322 -1.916 -2.422
H -3.508 -1.226 -3.120
O -3.174 -1.442 -2.241
H 3.491 1.110 0.995
H 3.639 2.603 1.519
O 3.028 1.886 1.329
H -1.022 -3.071 0.534
H 0.173 -3.781 0.762
O -0.459 -3.674 0.011

***

Record 4
17
Properties=species:S:1:pos:R:3 method="wB97M-V/def2-TZVPD" smiles="C1=C[C@H]2NCC[C@@H]2O1" energy_ha=-363.880204 multiplicity=1 homo_ev=-8.6 molar_mass_da=111.14 relative_energy_kcal_mol=90.38 fmax_ha_per_bohr=0.121 gap_ev=9.7
C 2.143 -0.021 0.086
C 1.154 -1.183 -0.073
C -0.138 -0.678 0.305
C -2.186 0.061 0.101
C -1.464 1.183 0.072
C -0.045 0.699 -0.328
H 2.465 -0.074 1.291
H 3.054 0.033 -0.650
H 1.659 -2.093 0.295
H 1.041 -1.389 -1.241
H -0.093 -0.603 1.469
H -3.205 -0.120 0.206
H -1.604 2.272 0.158
H -0.138 0.265 -1.316
H 1.729 1.922 -0.402
N 1.355 1.214 0.082
O -1.397 -1.134 -0.171

***

Record 5
15
Properties=species:S:1:pos:R:3 method="wB97M-V/def2-TZVPD" total_charge=-1 energy_ha=-593.653352 multiplicity=2 homo_ev="1.1 / -5.6" molar_mass_da=94.18 relative_energy_kcal_mol=14.25 fmax_ha_per_bohr=0.056 gap_ev="1.5 / 8.9"
C 1.329 -2.198 1.517
C 0.790 -0.826 1.027
C -0.608 -0.509 1.552
S -1.477 0.818 0.697
H 0.684 -2.837 0.892
H 1.433 -2.362 2.577
H 2.282 -2.361 0.999
H 1.471 -0.017 1.332
H 0.752 -0.817 -0.065
H -0.836 -0.646 2.601
H -1.158 -1.407 1.172
H -0.651 1.851 0.618
H 1.336 1.327 -3.875
H 0.139 1.817 -4.817
O 1.077 1.684 -4.742

***

Record 6
26
Properties=species:S:1:pos:R:3 method="wB97M-V/def2-TZVPD" energy_ha=-1011.938883 multiplicity=1 homo_ev="-7.5 / -6.7" molar_mass_da=212.27 relative_energy_kcal_mol=80.62 fmax_ha_per_bohr=0.062 gap_ev="8.2 / 7.1"
C -0.906 -2.634 1.790
C -1.834 -1.788 1.221
C 0.417 -2.479 1.605
C -0.018 -0.500 0.340
C -1.398 -0.802 0.367
C 0.871 -1.296 1.002
C 2.515 0.586 0.006
C -3.505 0.235 -0.302
C 2.896 2.948 0.184
C 3.074 -0.346 -2.068
O -2.097 0.086 -0.389
O 2.359 1.727 0.715
O 2.673 0.633 -1.236
S 2.578 -0.868 0.949
H -1.098 -3.532 2.294
H -2.948 -1.880 1.464
H 0.985 -3.211 2.153
H -3.713 0.719 -1.283
H -3.757 1.108 0.375
H -4.048 -0.561 0.239
H 2.645 3.807 0.948
H 2.535 3.085 -0.849
H 4.066 2.718 0.244
H 2.746 -0.235 -3.091
H 0.279 0.391 -0.118
H 3.060 -1.286 -1.538